The following is a DFT calculation (the ωB97M-V functional and the def2-TZVPD basis) of a structure of composition C15H17N2NaO5S7.

The geometry in XYZ format:
```
47
Properties=species:S:1:pos:R:3:forces:R:3
Na -0.4941 -0.4544 -1.6276 0.613 0.274 -0.590
C -0.1369 1.7538 3.0864 0.045 0.060 -0.112
C 1.1831 1.7368 2.3118 -0.096 0.006 0.035
S 1.1192 0.9730 0.6666 0.037 0.003 -0.122
C 1.4753 2.3489 -0.4541 -0.002 0.056 0.191
C 0.3924 3.4171 -0.5828 -0.062 -0.169 -0.072
S -1.1504 2.7943 -1.3302 -0.086 -0.089 0.226
C -2.3808 3.0491 -0.0147 0.167 0.019 0.128
C -2.2410 2.2037 1.2555 0.004 0.180 -0.129
S -1.3181 3.0368 2.5950 0.026 -0.054 -0.081
H 0.0642 1.9455 4.1431 0.035 -0.025 0.009
H -0.6397 0.7869 3.0186 0.033 0.009 0.035
H 1.9154 1.1614 2.8834 0.010 0.031 0.057
H 1.5697 2.7504 2.1954 0.002 0.009 0.051
H 1.6310 1.8754 -1.4283 -0.035 0.016 0.071
H 2.4227 2.8052 -0.1578 0.021 0.033 0.062
H 0.7696 4.2114 -1.2304 0.008 -0.064 -0.022
H 0.1383 3.8456 0.3842 0.026 0.055 0.075
H -3.3109 2.7645 -0.5114 0.008 0.017 0.013
H -2.4444 4.1144 0.2213 -0.081 0.017 0.066
H -1.7297 1.2788 1.0173 0.018 -0.043 -0.002
H -3.2219 1.9459 1.6488 -0.054 -0.016 -0.011
C 1.2518 -4.2929 -0.5032 -0.040 0.105 -0.063
C 0.0323 -3.6759 0.0974 -0.174 0.311 0.012
N -0.5650 -2.5576 -0.2769 -0.010 -0.421 0.239
C -1.6303 -2.3906 0.5798 0.060 0.479 -0.373
C -1.6774 -3.4110 1.4826 -0.129 -0.197 0.285
N -0.6214 -4.2157 1.1562 0.229 -0.264 0.020
C -2.5468 -3.7759 2.6299 0.147 0.046 -0.182
O -3.5051 -2.9449 2.9188 -0.083 -0.153 0.205
O -2.3327 -4.8097 3.2413 0.059 -0.149 0.070
C -2.5233 -1.1862 0.4554 -0.084 0.100 0.040
O -3.4212 -1.0478 1.3484 0.191 -0.043 -0.255
O -2.2971 -0.4126 -0.4884 -0.702 -0.164 0.494
H 1.7102 -3.5887 -1.2023 -0.059 -0.012 0.053
H 0.9996 -5.2102 -1.0455 0.007 0.082 0.049
H 1.9814 -4.5424 0.2741 -0.079 0.022 -0.062
H -0.3985 -5.0520 1.6674 0.016 -0.063 0.020
H -3.4823 -2.1192 2.2604 -0.075 0.265 -0.147
O 5.8458 1.2356 -5.2095 -0.476 -0.115 0.173
C 4.7390 0.9741 -4.7478 0.410 0.144 -0.115
S 3.3883 2.0953 -4.6964 0.044 0.004 -0.049
C 2.1853 1.0503 -3.9200 0.005 -0.062 0.030
C 2.6257 -0.1958 -3.6113 -0.383 0.137 0.142
S 1.7159 -1.4680 -2.8336 0.280 -0.180 -0.023
S 4.3030 -0.5665 -4.0286 -0.044 0.042 -0.048
S 0.6096 1.7641 -3.6384 0.256 -0.238 -0.395
```
Forces are in eV/Å.

Calculated values
- Largest force on an atom: 0.9 eV/Å
- Charge: -2
- Frontier orbital gap: 4.4 eV
- Total energy: -4017.3801 Ha

From a natural (NBO) analysis of the wavefunction, the atomic charges in e read: 0.871, -0.532, -0.549, 0.192, -0.562, -0.556, 0.230, -0.551, -0.546, 0.130, 0.208, 0.228, 0.208, 0.216, 0.295, 0.203, 0.225, 0.217, 0.229, 0.194, 0.265, 0.222, -0.675, 0.386, -0.476, 0.006, -0.042, -0.500, 0.770, -0.688, -0.669, 0.768, -0.746, -0.741, 0.295, 0.213, 0.209, 0.425, 0.501, -0.660, 0.147, 0.281, -0.407, -0.408, -0.584, 0.287, -0.530